(1)
This record from the OMol25 dataset describes 2 unconnected molecules or ions with the total composition C3H11NO2 in a non-equilibrium geometry. The level of theory is the ωB97M-V functional and the def2-TZVPD basis.

Calculated values
Max |F|, hartree/bohr: 0.0392
Kohn-Sham gap, eV: 9.61
Molar mass, g mol⁻¹: 93.13
Total charge: 0

Element x y z (Å)
C: 2.4114 0.6949 -0.0341
O: 1.6637 -0.5816 0.8328
O: 3.1032 -0.0823 -0.8061
H: 2.4317 -1.0307 0.1622
H: 0.7811 -0.7556 0.3815
H: 2.9112 1.2227 0.7913
H: 1.5458 1.2483 -0.4354
C: -1.8476 -0.4812 0.0228
C: -1.6437 0.9938 0.3409
N: -0.6295 -1.0494 -0.5842
H: -0.7487 -2.0392 -0.7752
H: -0.4333 -0.6009 -1.4753
H: -2.0403 -1.0359 0.9440
H: -2.7251 -0.6057 -0.6249
H: -0.8022 1.1291 1.0204
H: -2.5364 1.4101 0.8078
H: -1.4413 1.5637 -0.5686



(2)
This record from the OMol25 dataset describes a molecular structure, C26H30Br4N5O3STi. The level of theory is the ωB97M-V functional and the def2-TZVPD basis.

Calculated values
Max |F|, hartree/bohr: 0.0080
Kohn-Sham gap (spin up / spin down), eV: 4.62 / 6.32
2S+1: 3
Molar mass, g mol⁻¹: 860.11
Total charge: -1

Element x y z (Å)
Ti: 0.3105 0.2305 -1.3842
C: -2.6942 -0.2273 -2.3759
N: -1.3329 -0.7382 -2.3816
C: -1.0274 -1.7475 -3.1229
C: 0.3126 -2.2344 -3.1088
C: 0.8939 -3.3924 -3.6374
C: 2.2284 -3.3731 -3.2198
C: 2.3868 -2.1989 -2.4707
N: 1.2397 -1.5045 -2.4046
C: -3.3655 -0.5746 -1.0602
C: -4.1243 -1.7322 -0.9373
C: -4.6791 -2.0940 0.2848
C: -4.4780 -1.2931 1.3996
C: -3.7224 -0.1317 1.2836
C: -3.1702 0.2285 0.0631
H: -3.2654 -0.6486 -3.2116
H: -2.6560 0.8579 -2.5042
H: -1.7624 -2.1990 -3.7939
H: 0.3993 -4.1434 -4.2357
H: 2.9926 -4.1049 -3.4336
H: 3.2835 -1.8424 -1.9812
H: -4.2771 -2.3625 -1.8068
H: -5.2724 -2.9973 0.3634
H: -4.9167 -1.5666 2.3522
H: -3.5643 0.5056 2.1463
H: -2.5530 1.1152 -0.0088
Br: -0.8864 7.0177 -3.0188
C: -0.7465 5.3793 -2.0798
C: -0.9932 5.3278 -0.7206
Br: -1.4821 6.8830 0.2420
C: -0.8711 4.0968 -0.0509
Br: -1.2482 3.9409 1.8070
C: -0.4962 2.9325 -0.7044
O: -0.3716 1.7604 -0.1281
C: -0.2594 2.9791 -2.1257
O: 0.0537 1.8707 -2.7138
C: -0.3900 4.2100 -2.7696
Br: -0.0493 4.2074 -4.6331
C: 2.1875 2.1152 1.9288
N: 1.7553 0.8373 2.4829
C: 0.3484 0.8336 2.8820
C: 2.4832 -0.2736 2.3272
S: 3.8457 -0.3659 1.3357
N: 2.0708 -1.3770 3.0520
C: 1.8378 -1.2343 4.4809
C: 2.5779 -2.6839 2.6774
H: 1.7644 2.9078 2.5463
H: 1.8149 2.2366 0.9107
H: 3.2724 2.1690 1.9373
H: -0.2400 1.2212 2.0481
H: 0.2062 1.4798 3.7521
H: 0.0227 -0.1722 3.1210
H: 1.7405 -0.1872 4.7511
H: 2.6812 -1.6554 5.0401
H: 0.9282 -1.7588 4.7875
H: 2.5222 -2.8106 1.5989
H: 1.9561 -3.4397 3.1639
H: 3.6164 -2.8312 2.9911
C: -1.0494 -2.7476 1.9884
C: -0.4199 -1.8578 1.0275
N: 0.0276 -1.1362 0.2518
H: -1.6789 -2.1670 2.6638
H: -0.2925 -3.2823 2.5611
H: -1.6827 -3.4647 1.4663
C: 3.1129 1.3280 -2.3030
O: 2.3555 1.0312 -1.1285
H: 3.5197 0.4181 -2.7472
H: 3.9224 2.0204 -2.0610
H: 2.4259 1.7932 -3.0057
H: 2.9218 0.6174 -0.4463



(3)
This record from the OMol25 dataset describes a single C4H7FO2S molecule in a non-equilibrium geometry. The level of theory is the ωB97M-V functional and the def2-TZVPD basis.

Calculated values
Max |F|, hartree/bohr: 0.1888
Kohn-Sham gap, eV: 9.43
Structure (SMILES): O=CO[C@@H](CF)CS
Molar mass, g mol⁻¹: 138.16
Total charge: 0

Element x y z (Å)
C: 1.3116 0.6678 0.1852
C: 0.4621 -0.5400 -0.0010
C: 0.0401 -0.5363 -1.4227
C: -1.7582 -0.4706 1.1762
H: -0.4954 2.1224 0.1141
H: 1.8971 0.8817 -0.6628
H: 2.1135 0.3422 0.9402
H: 1.2320 -1.4454 0.2902
H: -0.4608 -1.6503 -1.7646
H: 1.2377 -0.2845 -1.9514
H: -1.9995 -0.0096 2.4070
O: -0.4436 -0.6895 1.1743
O: -2.6980 -0.9963 -0.0878
F: -0.9475 0.5197 -1.4635
S: 0.5089 2.0888 1.0667



(4)
This record from the OMol25 dataset describes 2 unconnected molecules or ions with the total composition C6H15NO in a non-equilibrium geometry. The level of theory is the ωB97M-V functional and the def2-TZVPD basis.

Calculated values
Max |F|, hartree/bohr: 0.0258
Kohn-Sham gap, eV: 8.40
Structure (SMILES): CC/C(C)=C(/C)N.O
Molar mass, g mol⁻¹: 117.19
Total charge: 0

Element x y z (Å)
C: -0.2069 -1.4681 -2.3462
C: -0.7828 -0.8788 -1.0633
N: -0.8012 1.9580 -0.2252
C: 0.2942 1.1277 0.0414
C: 0.2666 -0.1963 -0.2306
C: 1.2991 -1.0905 0.4091
C: 1.4500 1.7894 0.7052
H: 0.4757 -2.2905 -2.1237
H: 0.4313 -0.7439 -2.8600
H: -0.9761 -1.8328 -3.0229
H: -1.5896 -0.1950 -1.3279
H: -1.2663 -1.6470 -0.4631
H: -1.4506 1.7132 -0.9553
H: -0.6744 2.9521 -0.1404
H: 0.9702 -1.3957 1.4097
H: 1.4590 -2.0373 -0.1208
H: 2.2723 -0.6373 0.5123
H: 2.3892 1.5715 0.1994
H: 1.3371 2.8609 0.8456
H: 1.6263 1.4307 1.7295
H: -2.0654 -1.1395 1.9485
H: -0.9112 -0.1583 2.0461
O: -1.2486 -0.9779 2.4296



(5)
This record from the OMol25 dataset describes 5 unconnected molecules or ions with the total composition C32H73IN3O8P2 in a non-equilibrium geometry. The level of theory is the ωB97M-V functional and the def2-TZVPD basis.

Calculated values
Max |F|, hartree/bohr: 0.0228
Kohn-Sham gap, eV: 7.85
Molar mass, g mol⁻¹: 816.80
Total charge: +1

Element x y z (Å)
C: 6.3519 -0.6790 -0.2966
C: 5.4469 -0.7046 0.6734
N: 4.2722 -1.5520 0.6468
C: 4.4022 -2.8560 1.3344
C: 5.6363 -3.6387 0.8769
C: 3.1460 -1.1307 0.0991
N: 1.9959 -1.8308 0.2280
C: 1.3321 -2.3713 -0.9601
C: -0.0411 -2.9335 -0.5854
P: -1.0470 -1.7441 0.3300
O: -0.4726 -1.4515 1.6549
O: -1.1614 -0.4428 -0.5765
C: -1.8337 -0.5091 -1.8621
C: -1.0304 0.2458 -2.9111
O: -2.4445 -2.4912 0.4382
C: -3.6840 -1.7624 0.5659
C: -3.7053 -0.7391 1.6793
N: 3.0396 0.0899 -0.5620
C: 3.8061 0.2136 -1.8063
C: 2.9345 0.3514 -3.0532
O: 2.3326 -0.5601 -3.5130
I: 2.9125 2.2376 -4.0701
P: 2.9468 1.4651 0.6029
C: 1.2366 1.2914 1.2072
C: 2.8212 2.9986 -0.3912
C: 1.4382 3.3579 -0.9651
H: 7.0153 0.1713 -0.3749
H: 6.4512 -1.5042 -0.9901
H: 5.5320 -0.0940 1.5638
H: 4.5107 -2.6360 2.3980
H: 3.5328 -3.4779 1.1562
H: 6.5516 -3.2702 1.3285
H: 5.7197 -3.5712 -0.2098
H: 5.4785 -4.6929 1.0939
H: 1.9446 -2.4097 1.0552
H: 1.9356 -3.1559 -1.4219
H: 1.2004 -1.5696 -1.6849
H: -0.5467 -3.3437 -1.4572
H: 0.1017 -3.7448 0.1361
H: -2.8037 -0.0315 -1.7404
H: -1.9843 -1.5444 -2.1707
H: -0.3590 -0.4000 -3.4708
H: -1.7263 0.7289 -3.5964
H: -0.4659 1.0465 -2.4300
H: -3.9716 -1.2996 -0.3778
H: -4.4370 -2.5227 0.7704
H: -4.7060 -0.3184 1.7791
H: -3.0223 0.0920 1.4913
H: -3.4130 -1.1705 2.6358
H: 4.3642 -0.7086 -1.9686
H: 4.5098 1.0451 -1.7584
H: 1.1503 0.4938 1.9396
H: 0.8734 2.2485 1.5767
H: 0.6006 1.0047 0.3661
H: 3.6028 3.0537 -1.1477
H: 3.0706 3.7532 0.3611
H: 0.8270 3.8601 -0.2181
H: 1.5943 4.0415 -1.7993
H: 0.9015 2.4824 -1.3296
C: -1.6661 9.3385 -0.2959
C: -0.3747 8.6775 -0.7453
O: -0.2539 7.3205 -0.3507
C: -1.2430 6.4441 -0.8516
C: -1.2747 6.3454 -2.3673
H: -1.8062 9.2106 0.7780
H: -1.6381 10.4044 -0.5215
H: -2.5380 8.9175 -0.7988
H: 0.4741 9.1835 -0.2861
H: -0.2503 8.7744 -1.8300
H: -2.2333 6.7127 -0.4670
H: -1.0008 5.4655 -0.4342
H: -1.6029 7.2787 -2.8270
H: -1.9674 5.5617 -2.6768
H: -0.2820 6.1151 -2.7584
C: -2.3732 -3.3526 7.4968
C: -2.0817 -4.6045 6.6869
O: -3.0367 -4.8716 5.6766
C: -3.1730 -3.8846 4.6742
C: -1.9105 -3.6386 3.8659
H: -3.3896 -3.3822 7.8904
H: -1.6760 -3.2757 8.3313
H: -2.2733 -2.4461 6.8974
H: -2.1085 -5.4757 7.3415
H: -1.0722 -4.5599 6.2608
H: -3.5417 -2.9454 5.1046
H: -3.9592 -4.2567 4.0146
H: -1.1223 -3.1838 4.4681
H: -2.1131 -2.9672 3.0358
H: -1.5234 -4.5799 3.4691
C: -4.3373 -7.9663 4.7803
C: -4.0330 -9.2089 3.9625
O: -4.9779 -9.4729 2.9401
C: -5.1139 -8.4682 1.9560
C: -3.8395 -8.1901 1.1745
H: -5.3565 -8.0031 5.1673
H: -3.6462 -7.8851 5.6186
H: -4.2384 -7.0546 4.1901
H: -4.0555 -10.0884 4.6058
H: -3.0208 -9.1519 3.5439
H: -5.4984 -7.5421 2.3999
H: -5.8843 -8.8349 1.2776
H: -3.0688 -7.7383 1.8019
H: -4.0467 -7.5016 0.3541
H: -3.4352 -9.1161 0.7638
C: 3.6781 7.7634 -5.8375
C: 3.4155 6.2874 -6.0789
O: 2.2826 5.7838 -5.3882
C: 1.0423 6.3813 -5.7247
C: 0.6526 6.2172 -7.1837
H: 3.7230 7.9733 -4.7680
H: 4.6250 8.0536 -6.2924
H: 2.8982 8.3924 -6.2685
H: 4.2589 5.7028 -5.7092
H: 3.3342 6.0808 -7.1514
H: 1.0382 7.4396 -5.4410
H: 0.3008 5.8862 -5.0969
H: 1.3155 6.7725 -7.8483
H: -0.3604 6.5860 -7.3441
H: 0.6956 5.1665 -7.4742



(6)
This record from the OMol25 dataset describes a molecular structure, C32H19Br2N6O5Ru in a non-equilibrium geometry. The level of theory is the ωB97M-V functional and the def2-TZVPD basis.

Calculated values
Max |F|, hartree/bohr: 0.0238
Kohn-Sham gap (spin up / spin down), eV: 6.20 / 5.93
2S+1: 2
Molar mass, g mol⁻¹: 828.42
Total charge: 0

Element x y z (Å)
Ru: -0.1927 -0.1394 0.2224
Br: 0.2918 5.1112 4.4592
C: -0.0964 3.5544 3.4848
C: 0.5393 2.3614 3.7955
C: 0.0913 1.2213 3.1600
N: -0.6710 1.2621 2.0563
C: -1.1167 2.4553 1.6578
C: -0.9484 3.6153 2.4001
C: -1.7949 2.4790 0.3398
C: -2.8002 3.3845 0.0432
C: -3.4601 3.2547 -1.1659
Br: -4.8509 4.4351 -1.6031
C: -3.1098 2.2326 -2.0282
C: -2.0725 1.3990 -1.6617
N: -1.3958 1.5317 -0.5167
H: 1.1945 2.3001 4.6524
H: 0.3863 0.2340 3.4946
H: -1.4104 4.5448 2.1049
H: -3.1033 4.1406 0.7516
H: -3.6358 2.0683 -2.9564
H: -1.7676 0.5841 -2.3028
N: 2.4629 -1.2168 1.8236
C: 1.5510 -2.2539 1.5316
C: 1.9598 -3.4970 1.9097
C: 1.1370 -4.6178 1.5542
C: -0.0217 -4.4163 0.9261
C: -0.5286 -3.0471 0.6305
N: 0.3864 -1.9454 0.9128
C: 2.5001 0.1137 1.5708
C: 3.5038 0.8565 2.2426
C: 3.4674 2.2147 2.1887
C: 2.4647 2.8471 1.4285
C: 1.7208 2.0570 0.6080
N: 1.6698 0.6929 0.7102
H: 3.2181 -1.5431 2.4026
H: 2.9110 -3.6348 2.4029
H: 1.4837 -5.6217 1.7611
H: -0.6475 -5.2276 0.5820
H: -1.4771 -2.8531 1.1378
H: 4.2646 0.3265 2.7994
H: 4.1966 2.8025 2.7308
H: 2.4670 3.9206 1.3037
H: 1.0970 2.4641 -0.1767
O: -5.3082 -3.0162 -2.5269
C: -4.2682 -2.6628 -2.0547
C: -4.0225 -1.4079 -1.2068
O: -4.7267 -0.4306 -1.1356
C: -2.6830 -1.5975 -0.6102
C: -2.0813 -2.7160 -1.1383
O: -0.8384 -3.0811 -0.8166
C: -2.9221 -3.4087 -2.1138
O: -2.6595 -4.3536 -2.8131
O: -2.1420 -0.7975 0.2370
N: 3.5772 -0.9195 -6.1675
C: 2.9767 -0.8128 -5.1931
C: 2.2352 -0.6687 -3.9710
C: 2.2666 -1.6667 -2.9996
C: 1.5510 -1.5222 -1.8260
C: 0.7552 -0.3909 -1.5724
C: 0.7660 0.6031 -2.5592
C: 1.4880 0.4769 -3.7374
H: 2.8534 -2.5604 -3.1676
H: 1.6002 -2.3276 -1.1105
H: 0.2438 1.5385 -2.4124
H: 1.4748 1.2709 -4.4728



Question: Number 6 is which compound?
Answer: C32H19Br2N6O5Ru



Question: Look up the molar mass of the first one.
Answer: 93.13 g mol⁻¹



Question: Look up the total charge of the second one.
Answer: -1